Record 1
Here is a 2-piece molecular cluster, C3H8O2 overall from the Open Molecules 2025 dataset. Energies are from the ωB97M-V functional and the def2-TZVPD basis.

- 2S+1 = 1
- total charge = 0
- HOMO (eV) = -10.7
- energy relative to the best compared isomer or geometry (same formula, charge and spin) (eV) = 0.000
- DFT total energy (Eh) = -269.5949

Geometry as XYZ:
```
13
Properties=species:S:1:pos:R:3:nbo_charge:R:1
C -0.5694 -0.5463 1.8777 -0.73
C -0.7102 -1.3734 0.6354 0.79
O -0.1027 -2.3785 0.4403 -0.59
O -1.6019 -0.8949 -0.2784 -0.68
H -1.2721 0.2761 1.9517 0.23
H 0.4563 -0.1827 1.9091 0.25
H -0.7036 -1.2201 2.7218 0.24
H -1.6068 -1.6555 -0.8880 0.49
C 1.2258 1.5972 -1.6599 -0.85
H 0.9516 2.2708 -0.8536 0.21
H 0.6683 1.9102 -2.5409 0.21
H 0.9739 0.5633 -1.4451 0.21
H 2.2908 1.6336 -1.8701 0.21
```

Record 2
Here is a 3-piece molecular cluster, C4H17N2O2 overall from the Open Molecules 2025 dataset. Energies are from the ωB97M-V functional and the def2-TZVPD basis.

- 2S+1 = 1
- total charge = +1
- HOMO (eV) = -13.6
- energy relative to the best compared isomer or geometry (same formula, charge and spin) (eV) = 1.474
- DFT total energy (Eh) = -422.3385

Geometry as XYZ:
```
25
Properties=species:S:1:pos:R:3:nbo_charge:R:1
C -2.9451 2.4256 0.3561 -0.63
C -1.5763 1.6529 0.1250 -0.03
C -1.8876 0.7873 -1.1798 -0.43
C -0.7598 -0.3035 -1.4064 -0.22
N -0.1734 -1.0915 -0.2418 -0.80
N -1.0967 0.7508 1.3431 -0.86
H -3.6617 1.6734 0.5436 0.20
H -3.1349 3.1740 1.2292 0.24
H -3.2739 2.9652 -0.4516 0.23
H -0.7610 2.3741 -0.0759 0.22
H -1.8559 1.4114 -2.0673 0.25
H -2.9545 0.3457 -1.0716 0.23
H -1.0177 -1.1046 -2.0812 0.22
H 0.1029 0.1702 -1.7646 0.21
H -0.6416 -2.0095 0.0073 0.42
H 0.8709 -1.2467 -0.4830 0.47
H -0.4456 1.1093 1.9820 0.40
H -1.8388 0.3655 1.9077 0.39
H -0.2847 -0.3079 0.6193 0.45
H 2.7856 -2.2592 -1.3474 0.50
H 3.1451 -1.4283 -0.0993 0.52
O 2.4961 -1.5219 -0.8154 -0.98
H 5.4212 -1.7689 1.3568 0.51
H 4.0602 -2.2289 2.1838 0.50
O 4.4274 -1.7561 1.3821 -0.99
```

Record 3
Here is a 2-piece molecular cluster, C38H41BO4S overall from the Open Molecules 2025 dataset. Energies are from the ωB97M-V functional and the def2-TZVPD basis.

- 2S+1 = 1
- total charge = 0
- HOMO (eV) = -7.3
- energy relative to the best compared isomer or geometry (same formula, charge and spin) (eV) = 0.224
- DFT total energy (Eh) = -2196.6755

Geometry as XYZ:
```
85
Properties=species:S:1:pos:R:3:lowdin_charge:R:1
C -5.5608 1.0773 -4.1428 -0.07
O -4.1782 1.4135 -4.4059 -0.10
C -3.2406 1.1065 -3.4682 -0.28
C -1.8813 1.2049 -3.8594 0.00
C -0.8877 0.7875 -2.9960 -0.04
C -1.1992 0.3092 -1.7072 -0.17
C -0.1927 -0.5674 -1.0167 -0.08
B 1.2815 -0.2781 -0.7092 -0.68
O 1.6855 -0.2773 0.6131 0.14
C 3.0178 -0.8163 0.5577 -0.45
C 3.8182 -0.0247 1.5640 -0.01
C 2.9165 -2.2566 1.0453 0.00
C 3.4319 -0.6419 -0.9699 -0.43
C 4.5980 0.2946 -1.1982 -0.01
C 3.6703 -1.9566 -1.7153 -0.01
O 2.2658 -0.0601 -1.6219 0.15
C -0.6885 -1.3657 0.1769 -0.19
C -0.5774 -2.7591 0.1278 -0.02
C -0.9294 -3.5310 1.2284 -0.01
C -1.3592 -2.8788 2.3930 -0.26
O -1.6372 -3.5938 3.5541 0.01
C -2.4194 -4.7426 3.4202 -0.26
C -2.1849 -5.7625 4.3485 -0.01
C -3.0535 -6.8517 4.3985 -0.09
C -4.1641 -6.9057 3.5450 -0.10
C -4.3739 -5.8979 2.5953 -0.08
C -3.4832 -4.8187 2.5072 -0.02
C -1.4737 -1.4839 2.4546 0.03
C -1.1749 -0.7400 1.3227 -0.03
C -2.5343 0.3520 -1.2882 -0.02
C -3.5610 0.7054 -2.1536 -0.01
H -6.0849 1.4423 -5.0283 0.09
H -5.6871 -0.0099 -4.0414 0.10
H -5.9369 1.5768 -3.2392 0.08
H -1.6513 1.5814 -4.8550 0.12
H 0.1605 0.7873 -3.3058 0.13
H 0.0289 -1.3161 -1.8141 0.17
H 4.8615 -0.3599 1.5962 0.10
H 3.7576 1.0470 1.3443 0.07
H 3.3727 -0.1982 2.5508 0.10
H 3.9107 -2.7206 1.0824 0.10
H 2.5010 -2.2454 2.0628 0.10
H 2.2447 -2.8574 0.4198 0.08
H 5.5046 -0.1468 -0.7594 0.10
H 4.7594 0.4198 -2.2764 0.10
H 4.4078 1.2845 -0.7591 0.06
H 4.5316 -2.4976 -1.2994 0.10
H 2.7747 -2.5974 -1.6860 0.09
H 3.8736 -1.7169 -2.7697 0.10
H -0.2339 -3.2570 -0.7872 0.13
H -0.8548 -4.6229 1.1914 0.13
H -1.3239 -5.6767 5.0104 0.12
H -2.8669 -7.6546 5.1102 0.10
H -4.8735 -7.7297 3.6133 0.10
H -5.2199 -5.9306 1.9047 0.10
H -3.6160 -4.0272 1.7582 0.12
H -1.8144 -0.9969 3.3676 0.12
H -1.2887 0.3479 1.3181 0.11
H -2.8238 0.0173 -0.2917 0.11
H -4.6013 0.6592 -1.8321 0.10
C -3.2674 4.3999 -0.2580 -0.06
C -1.9319 3.7495 -0.2558 -0.28
C -1.4411 3.1497 0.9148 -0.04
C -0.1048 2.7873 0.9801 -0.02
C 0.7143 3.0809 -0.1402 -0.25
C 2.1075 3.3409 0.0161 -0.46
C 2.8126 3.4626 1.2130 -0.12
C 4.0985 4.0431 1.0573 -0.13
C 4.3758 4.3585 -0.2664 -0.59
C 5.5323 5.0997 -0.7980 -0.12
S 3.1408 3.7646 -1.3259 1.09
C 0.1469 3.3743 -1.3918 -0.06
C -1.1704 3.7771 -1.4356 -0.04
H -3.5516 4.6735 -1.2756 0.08
H -4.0320 3.7611 0.1889 0.08
H -3.2182 5.3201 0.3322 0.08
H -2.1014 3.0478 1.7746 0.12
H 0.3376 2.3625 1.8854 0.12
H 2.3544 3.1944 2.1697 0.11
H 4.7771 4.2613 1.8802 0.11
H 6.1158 5.5057 0.0357 0.08
H 6.1702 4.4186 -1.3783 0.08
H 5.2199 5.9284 -1.4517 0.08
H 0.7789 3.3616 -2.2876 0.10
H -1.6064 4.1347 -2.3683 0.12
```

Record 4
Here is the molecule C4H3NO from the Open Molecules 2025 dataset. Energies are from the ωB97M-V functional and the def2-TZVPD basis.

- 2S+1 = 1
- total charge = 0
- HOMO (eV) = -9.7
- energy relative to the best compared isomer or geometry (same formula, charge and spin) (eV) = 2.508
- DFT total energy (Eh) = -284.0809

Geometry as XYZ:
```
9
Properties=species:S:1:pos:R:3:nbo_charge:R:1
C -2.2953 -0.1355 0.6365 -0.20
C -1.2229 0.2878 0.2886 -0.05
C 0.0648 0.7741 -0.1633 -0.21
N 1.3018 0.5624 0.7613 -0.37
C 1.1822 -0.1129 -0.2851 0.51
O 1.7213 -1.0896 -0.9891 -0.63
H -3.2433 -0.5154 0.9482 0.24
H 0.0461 1.7083 -0.7227 0.22
H 2.4453 -1.4792 -0.4746 0.50
```

Strongest force on any atom values, unit hartree/bohr, following the record order: 0.0259, 0.0784, 0.0529, 0.0105.